No. 1
This record from OMol25 describes the molecule C7H15NO5 in a non-equilibrium geometry. The level of theory is ωB97M-V with the def2-TZVPD basis set.

CARTESIAN COORDINATES (ANGSTROEM)
O -1.470 1.370 -1.054
O 1.563 -0.890 -2.554
O 1.891 2.840 -1.075
O -0.777 -0.772 -0.623
O -0.962 -1.643 2.271
C -0.602 0.517 -1.020
N 0.662 0.863 -1.473
C 1.332 3.341 0.145
C -0.533 -2.688 3.139
C 1.788 -0.078 -1.434
C 0.942 2.196 -1.966
C -1.977 -1.028 0.137
C -1.718 -2.142 1.142
H 0.681 -1.287 -2.446
H 0.518 4.023 -0.115
H 2.082 3.933 0.683
H 0.935 2.561 0.810
H -1.181 -3.573 3.161
H 0.477 -2.970 2.889
H -0.494 -2.315 4.165
H 2.760 0.472 -1.523
H 1.775 -0.669 -0.514
H 1.401 2.077 -2.983
H 0.014 2.795 -2.051
H -2.739 -1.311 -0.568
H -2.386 -0.149 0.664
H -1.269 -3.055 0.748
H -2.711 -2.418 1.444

- E_HOMO (hartree) = -0.3490
- relative energy (zero: lowest compared OMol25 entry of this formula, charge and spin) (kJ/mol) = 125.8
- gap between HOMO and LUMO (eV) = 10.2
- SMILES = COCCOC(=O)N(CO)COC
- energy (Ha) = -706.6351
- E_LUMO (eV) = 0.7

Here are the Löwdin charges for atoms 1 to 2, given in e: atom 1 (O): 0.08, atom 2 (O): -0.03

No. 2
This record from OMol25 describes a structure of composition C19H31BaF4NO7 in a non-equilibrium geometry. The level of theory is ωB97M-V with the def2-TZVPD basis set.

CARTESIAN COORDINATES (ANGSTROEM)
C -3.625 4.718 0.546
C -2.101 4.719 0.636
O -1.663 6.029 0.283
C -1.400 3.684 -0.280
N -1.851 2.294 -0.138
C -1.595 1.697 1.182
C -0.091 1.507 1.548
O 0.349 0.153 1.594
C 0.204 -0.518 0.377
O 0.520 0.303 -0.743
C 1.400 -0.293 -1.607
O 1.367 -0.067 -2.745
C 2.295 -1.286 -0.780
C 3.398 -0.293 -0.244
C 3.943 0.657 -1.335
F 2.874 0.556 0.722
C 2.974 -2.416 -1.551
F 2.481 -2.580 -2.768
F 2.904 -3.575 -0.920
F 4.267 -2.205 -1.723
C 1.180 -1.711 0.225
C 0.252 -2.886 -0.156
C -0.338 -2.825 -1.601
C -1.758 -2.181 -1.702
C -1.710 -0.724 -2.268
O -2.892 -0.568 -3.176
C 1.953 -2.100 1.537
C 1.206 -3.063 2.465
O -0.048 -2.509 2.932
C -0.023 -2.325 4.291
O -0.318 -1.311 4.754
H -3.999 5.317 1.384
H -4.046 3.709 0.663
H -3.991 5.168 -0.383
H -1.775 4.526 1.672
H -0.890 6.248 0.819
H -0.314 3.795 -0.187
H -1.634 3.985 -1.314
H -2.840 2.294 -0.364
H -2.049 2.306 1.982
H -2.152 0.747 1.206
H 0.576 2.145 0.957
H 0.001 1.881 2.574
H -0.847 -0.838 0.423
H 4.203 -0.844 0.249
H 3.973 0.199 -2.326
H 3.418 1.615 -1.290
H 4.980 0.863 -1.042
H -0.595 -2.898 0.542
H 0.728 -3.864 -0.053
H -0.492 -3.869 -1.905
H 0.328 -2.400 -2.358
H -2.219 -2.148 -0.706
H -2.417 -2.843 -2.306
H -0.768 -0.589 -2.804
H -1.835 -0.032 -1.431
H -3.277 0.312 -2.990
H 2.928 -2.553 1.325
H 2.164 -1.209 2.139
H 1.844 -3.191 3.354
H 1.085 -4.078 2.068
H 0.245 -3.155 4.970
Ba -4.486 -1.478 -4.222

- E_HOMO (hartree) = -0.4815
- gap between HOMO and LUMO (eV) = 4.7
- total charge = +2
- energy (Ha) = -1748.3171
- E_LUMO (eV) = -8.4

Here are the Löwdin charges for atoms 1 to 2, given in e: atom 1 (C): -0.04, atom 2 (C): -0.44

No. 3
This record from OMol25 describes a cluster of 3 separate species, C21H43B3N3O10P in total in a non-equilibrium geometry. The level of theory is ωB97M-V with the def2-TZVPD basis set.

CARTESIAN COORDINATES (ANGSTROEM)
O 1.782 3.685 4.207
C 0.853 2.966 4.387
O 0.308 2.187 3.424
C 0.200 0.796 3.785
C -0.397 0.068 2.605
B 0.497 0.011 1.332
O 1.786 0.510 1.302
B 2.746 -0.153 0.552
O 4.073 -0.046 0.857
N 4.715 -1.315 1.427
O 4.928 -1.166 2.529
O 2.306 -0.950 -0.506
B 1.051 -1.469 -0.344
P 0.747 -3.385 -0.542
O 1.732 -4.119 0.305
O 0.065 -0.675 0.186
H 0.307 2.903 5.348
H 1.194 0.415 4.023
H -0.445 0.705 4.665
H -0.561 -0.980 2.888
H -1.392 0.469 2.400
H -0.590 -3.558 -0.131
H 0.695 -3.727 -1.907
C 2.035 -1.928 -6.534
C 2.683 -1.843 -5.148
C 3.912 -0.931 -5.170
C 5.082 -1.530 -5.946
C 5.452 -2.913 -5.411
C 4.271 -3.888 -5.296
N 3.114 -3.190 -4.635
O 3.175 -3.228 -3.363
C 3.886 -4.452 -6.667
C 4.659 -5.073 -4.417
C 1.629 -1.291 -4.194
H 1.531 -0.982 -6.732
H 2.741 -2.083 -7.342
H 1.290 -2.724 -6.565
H 4.223 -0.745 -4.138
H 3.617 0.032 -5.595
H 4.854 -1.578 -7.014
H 5.948 -0.873 -5.852
H 6.205 -3.377 -6.053
H 5.904 -2.801 -4.422
H 2.979 -5.054 -6.590
H 4.694 -5.097 -7.013
H 3.731 -3.696 -7.430
H 5.047 -4.754 -3.455
H 5.430 -5.646 -4.936
H 3.802 -5.722 -4.239
H 0.773 -1.965 -4.134
H 1.287 -0.328 -4.575
H 2.034 -1.147 -3.195
C -3.801 4.910 3.555
C -3.774 3.488 2.986
C -5.030 3.205 2.160
C -6.292 3.101 3.013
C -6.132 2.060 4.121
C -4.867 2.229 4.975
N -3.687 2.446 4.069
O -3.157 1.356 3.678
C -5.029 3.374 5.980
C -4.610 0.961 5.783
C -2.518 3.380 2.129
H -3.611 5.604 2.735
H -4.751 5.194 3.994
H -3.018 5.045 4.302
H -4.885 2.265 1.619
H -5.131 3.994 1.410
H -6.552 4.075 3.438
H -7.132 2.815 2.379
H -6.994 2.090 4.794
H -6.116 1.063 3.672
H -4.089 3.559 6.503
H -5.776 3.080 6.718
H -5.364 4.306 5.539
H -4.589 0.076 5.152
H -5.413 0.851 6.514
H -3.661 1.024 6.315
H -1.629 3.521 2.741
H -2.540 4.152 1.358
H -2.442 2.413 1.640

- E_HOMO (alpha / beta) (hartree) = -0.2976 / -0.3413
- gap between HOMO and LUMO (alpha / beta) (eV) = 7.7 / 8.9
- ⟨S²⟩ = 2.01
- energy (Ha) = -2158.6501
- E_LUMO (alpha / beta) (eV) = -0.4 / -0.4
- multiplicity = 3

Here are the Löwdin charges for atoms 1 to 2, given in e: atom 1 (O): 0.12, atom 2 (C): -0.35

No. 4
This record from OMol25 describes the molecule C5H7N in a non-equilibrium geometry. The level of theory is ωB97M-V with the def2-TZVPD basis set.

CARTESIAN COORDINATES (ANGSTROEM)
N 1.087 -0.722 1.460
C 1.750 -0.377 0.512
C 1.071 0.289 -0.661
C -0.304 0.895 -0.513
C -0.071 -1.135 1.840
C -1.338 0.612 -1.304
H 1.043 -0.505 -1.421
H 1.791 1.032 -1.006
H -0.428 1.639 0.274
H -0.580 -0.626 2.636
H -0.457 -2.079 1.472
H -1.261 -0.123 -2.104
H -2.304 1.100 -1.186

- E_HOMO (alpha / beta) (hartree) = -0.2856 / -0.2856
- relative energy (zero: lowest compared OMol25 entry of this formula, charge and spin) (kJ/mol) = 378.1
- gap between HOMO and LUMO (alpha / beta) (eV) = 8.5 / 8.5
- energy (Ha) = -249.3292
- E_LUMO (alpha / beta) (eV) = 0.7 / 0.7

Here are the Löwdin charges for atoms 1 to 2, given in e: atom 1 (N): -0.01, atom 2 (C): -0.12

No. 5
This record from OMol25 describes a structure of composition C48H25AsF18GaGeN2O3S2 in a non-equilibrium geometry. The level of theory is ωB97M-V with the def2-TZVPD basis set.

CARTESIAN COORDINATES (ANGSTROEM)
Ga -0.198 -2.255 -1.563
F 2.209 -3.188 -0.576
C 3.438 -3.176 0.025
C 4.236 -2.058 -0.120
C 5.510 -2.103 0.421
F 6.314 -1.059 0.212
C 5.966 -3.209 1.135
F 7.192 -3.236 1.643
C 5.119 -4.304 1.312
F 5.518 -5.362 2.005
C 3.847 -4.291 0.740
F 3.034 -5.337 0.884
Ge 3.483 -0.416 -1.000
S 1.434 -0.061 -0.483
C 4.310 1.281 -0.401
C 4.782 1.478 0.880
F 4.798 0.428 1.710
C 5.179 2.733 1.326
F 5.636 2.900 2.563
C 5.046 3.829 0.476
F 5.409 5.039 0.888
C 4.495 3.664 -0.794
F 4.260 4.723 -1.573
C 4.146 2.388 -1.208
F 3.563 2.191 -2.410
C 3.936 -0.793 -2.924
C 5.133 -0.346 -3.454
F 5.944 0.356 -2.659
C 5.508 -0.617 -4.766
F 6.662 -0.175 -5.253
C 4.653 -1.369 -5.573
F 4.992 -1.644 -6.825
C 3.442 -1.835 -5.061
F 2.618 -2.553 -5.824
C 3.114 -1.538 -3.744
F 1.932 -2.010 -3.239
C -0.042 -0.270 6.344
C -0.290 -1.535 5.840
C -0.579 -1.708 4.497
C -0.629 -0.605 3.656
C -0.384 0.665 4.170
C -0.098 0.837 5.510
As -1.086 -0.657 1.760
C -2.861 0.174 1.957
C -3.789 -0.257 2.896
C -5.024 0.364 2.991
C -5.337 1.424 2.153
C -4.399 1.890 1.244
C -3.169 1.262 1.144
C -1.477 -2.565 1.562
C -0.347 -3.375 1.439
C -0.466 -4.744 1.256
C -1.728 -5.316 1.179
C -2.854 -4.521 1.300
C -2.731 -3.154 1.486
H 0.198 -0.143 7.388
H -0.257 -2.392 6.498
H -0.771 -2.703 4.109
H -0.428 1.519 3.500
H 0.089 1.823 5.906
H -3.543 -1.076 3.562
H -5.743 0.027 3.724
H -6.305 1.896 2.216
H -4.630 2.738 0.616
H -2.421 1.623 0.443
H 0.629 -2.909 1.542
H 0.415 -5.365 1.196
H -1.830 -6.380 1.033
H -3.835 -4.970 1.268
H -3.625 -2.554 1.596
F -7.315 0.474 -1.112
C -7.054 -0.695 -1.726
F -7.775 -0.715 -2.846
F -7.521 -1.660 -0.928
C -5.573 -0.847 -1.984
C -5.038 -0.746 -3.261
C -3.663 -0.867 -3.406
N -2.839 -1.063 -2.384
C -3.365 -1.148 -1.169
C -4.720 -1.050 -0.907
H -5.671 -0.578 -4.115
H -3.197 -0.783 -4.376
H -2.646 -1.292 -0.371
H -5.096 -1.115 0.101
N -0.992 1.543 -1.775
C -0.951 2.871 -1.788
C 0.288 3.533 -1.565
C 0.369 4.892 -1.563
C -0.815 5.654 -1.739
C -2.035 5.014 -2.068
C -2.106 3.652 -2.061
S -1.051 6.955 -0.382
O -0.710 7.089 -1.930
O 0.042 7.272 0.468
O -2.388 7.316 -0.065
H -0.162 1.023 -1.480
H -1.862 1.043 -1.873
H 1.156 2.911 -1.407
H 1.304 5.417 -1.440
H -2.884 5.629 -2.322
H -3.037 3.150 -2.280

- E_HOMO (hartree) = -0.3869
- relative energy (zero: lowest compared OMol25 entry of this formula, charge and spin) (kJ/mol) = 152.1
- gap between HOMO and LUMO (eV) = 5.0
- total charge = +1
- energy (Ha) = -11010.4498
- E_LUMO (eV) = -5.5

Here are the Löwdin charges for atoms 1 to 2, given in e: atom 1 (Ga): 0.84, atom 2 (F): -0.06

No. 6
This record from OMol25 describes a cluster of 6 separate species, C12H36O6 in total in a non-equilibrium geometry. The level of theory is ωB97M-V with the def2-TZVPD basis set.

CARTESIAN COORDINATES (ANGSTROEM)
C -8.019 -30.396 1.845
O -8.589 -31.715 1.970
H -7.707 -30.151 0.797
H -7.093 -30.288 2.361
H -8.684 -29.504 2.107
H -8.550 -32.199 1.129
C -10.226 -35.257 3.846
O -10.192 -33.926 3.306
H -10.179 -36.119 3.129
H -11.165 -35.340 4.322
H -9.457 -35.244 4.643
H -9.469 -33.457 3.646
C -11.732 -31.019 1.637
O -12.160 -30.984 0.291
H -12.471 -30.442 2.213
H -10.764 -30.501 1.694
H -11.637 -32.066 2.062
H -12.543 -30.110 0.114
C -7.103 -34.088 4.804
C -6.721 -32.676 4.931
C -5.578 -32.353 3.923
O -7.629 -31.840 4.736
H -7.795 -34.283 5.569
H -6.198 -34.670 4.944
H -7.546 -34.194 3.869
H -6.327 -32.506 5.913
H -5.921 -32.526 2.889
H -4.710 -32.949 4.049
H -5.375 -31.291 4.046
H -7.675 -31.705 3.743
C -10.902 -31.016 4.647
C -10.613 -31.336 6.096
C -10.527 -32.863 6.212
O -9.638 -30.728 6.569
H -11.680 -31.594 4.151
H -10.062 -31.292 4.064
H -11.168 -29.998 4.511
H -11.439 -30.989 6.713
H -10.681 -33.152 7.259
H -9.585 -33.324 5.916
H -11.364 -33.254 5.618
H -8.883 -30.829 6.078
C -10.460 -34.696 0.120
C -11.685 -35.556 0.163
C -12.718 -35.175 1.164
O -12.335 -35.518 -0.937
H -9.963 -34.857 -0.803
H -9.894 -35.013 0.987
H -10.752 -33.624 0.242
H -11.319 -36.531 0.455
H -13.555 -35.869 1.252
H -13.182 -34.207 0.943
H -12.227 -34.983 2.135
H -11.724 -35.574 -1.656

- E_HOMO (hartree) = -0.3445
- relative energy (zero: lowest compared OMol25 entry of this formula, charge and spin) (kJ/mol) = 500.5
- gap between HOMO and LUMO (eV) = 9.9
- SMILES = CC(C)O.CC(C)O.CC(C)O.CO.CO.CO
- energy (Ha) = -930.0524
- E_LUMO (eV) = 0.5

Here are the Löwdin charges for atoms 1 to 2, given in e: atom 1 (C): -0.14, atom 2 (O): -0.15

No. 7
This record from OMol25 describes a cluster of 2 separate species, C10H12N2O2 in total in a non-equilibrium geometry. The level of theory is ωB97M-V with the def2-TZVPD basis set.

CARTESIAN COORDINATES (ANGSTROEM)
C 1.375 -2.712 2.641
C 1.985 -3.557 1.667
C 0.711 -1.598 2.201
C 1.985 -3.281 0.353
C 0.636 -1.280 0.780
C 0.101 -0.178 0.153
C 1.366 -2.113 -0.170
C 1.228 -0.728 -2.039
C -3.295 2.685 0.805
C -0.427 2.177 -1.875
N 1.598 -1.946 -1.425
N 0.225 0.008 -1.181
O -2.164 2.598 1.166
O -0.778 0.831 -1.741
H 1.431 -2.914 3.638
H 2.459 -4.350 2.114
H 0.197 -0.839 2.736
H 2.546 -3.958 -0.210
H 2.143 0.036 -2.183
H 0.733 -0.831 -3.130
H -0.599 0.599 0.667
H -3.614 3.281 -0.056
H -4.138 2.530 1.565
H -1.299 2.630 -2.545
H 0.409 2.344 -2.398
H -0.329 2.565 -0.942

- E_HOMO (alpha / beta) (hartree) = -0.2577 / -0.2577
- relative energy (zero: lowest compared OMol25 entry of this formula, charge and spin) (kJ/mol) = 538.3
- gap between HOMO and LUMO (alpha / beta) (eV) = 7.2 / 7.2
- SMILES = CON1C=c2ccccc2=NC1.C=O
- energy (Ha) = -648.0381
- E_LUMO (alpha / beta) (eV) = 0.2 / 0.2

Here are the Löwdin charges for atoms 1 to 2, given in e: atom 1 (C): -0.08, atom 2 (C): -0.08

No. 8
This record from OMol25 describes the molecule C3H4ClF in a non-equilibrium geometry. The level of theory is ωB97M-V with the def2-TZVPD basis set.

CARTESIAN COORDINATES (ANGSTROEM)
C 1.107 -0.486 1.215
C 0.242 -0.098 -0.032
C -0.018 1.065 -0.435
H 0.088 -0.314 1.993
H 1.522 -1.544 1.268
H 1.996 0.251 1.440
H -1.193 1.057 -0.750
F 0.606 2.090 0.106
Cl -0.932 -1.244 -0.552

- E_HOMO (hartree) = -0.3487
- relative energy (zero: lowest compared OMol25 entry of this formula, charge and spin) (kJ/mol) = 202.9
- gap between HOMO and LUMO (eV) = 10.3
- SMILES = C/C(Cl)=C\F
- energy (Ha) = -676.6642
- E_LUMO (eV) = 0.8

Here are the Löwdin charges for atoms 1 to 2, given in e: atom 1 (C): -0.09, atom 2 (C): -0.78

- Which formula does entry 3 have?
  C21H43B3N3O10P

- Which of these has the highest energy?
  C5H7N